DFT (ωB97M-V with the def2-TZVPD basis set) results for a structure of composition C21H12AgBrF14I2N4O3Te.

```
59
Properties=species:S:1:pos:R:3:lowdin_charge:R:1
Ag -0.0970 -0.9046 0.1857 0.712
I -5.6254 0.2959 2.0038 0.917
C -4.6998 0.2521 0.1293 -0.629
C -5.5140 0.4903 -0.9819 -0.251
C -4.9592 0.6294 -2.2192 -0.645
I -6.2762 0.8689 -3.8631 0.802
C -3.5630 0.6791 -2.3902 -0.213
C -2.9121 0.9761 -3.6047 -0.064
C -1.5582 1.1418 -3.6271 -0.047
C -0.8408 0.9826 -2.4317 -0.122
N -1.3968 0.6182 -1.3017 0.105
C -2.7406 0.4487 -1.2489 -0.140
C -3.3199 0.0715 0.0260 -0.405
O -2.5368 -0.3166 1.0144 -0.307
H -6.5832 0.5658 -0.8449 0.063
H -3.5042 1.0832 -4.5048 0.046
H -1.0328 1.4028 -4.5362 0.100
H 0.2290 1.1445 -2.3981 0.070
Br 1.6095 -3.7207 0.0921 0.802
C 2.2550 -2.7053 1.5409 -0.761
C 2.9920 -3.3275 2.5387 -0.113
C 3.4846 -2.5362 3.5597 -0.085
C 3.2329 -1.1722 3.5324 -0.068
C 2.4882 -0.6592 2.4835 -0.135
N 2.0019 -1.4147 1.5045 0.006
H 3.1651 -4.3933 2.5015 0.092
H 4.0600 -2.9700 4.3686 0.097
H 3.6103 -0.5148 4.3045 0.094
H 2.2683 0.3960 2.4073 0.096
N 0.2117 2.0751 1.0097 -0.007
C -0.3413 3.2118 1.4715 -0.121
C -0.9430 2.8960 2.6714 -0.088
C -0.6942 1.5198 2.8442 -0.152
N 0.0041 1.0457 1.8291 -0.001
H 0.7361 1.8884 0.1582 0.102
H -0.2804 4.1411 0.9297 0.101
H -1.4954 3.5509 3.3238 0.076
H -1.0081 0.8606 3.6377 0.110
F -2.2369 -4.2099 0.5845 -0.470
Te -2.3679 -2.4402 1.4357 1.773
F -2.9882 -3.7926 2.7277 -0.469
F -2.9511 -1.5126 3.0723 -0.485
F -4.1908 -2.5633 0.8607 -0.400
F -2.1405 -2.1991 -0.5533 -0.449
O -0.6676 -2.3932 1.9089 -0.650
F 4.3942 0.7675 0.2894 0.139
C 4.1950 0.0806 -0.8562 -0.521
F 4.1105 -1.2126 -0.5368 0.146
F 5.3363 0.2138 -1.5883 0.120
C 2.9046 0.6092 -1.6032 -0.389
O 1.7646 0.3817 -1.0053 -0.153
C 3.1046 2.1805 -1.7664 -0.513
F 2.7179 2.8042 -0.6355 0.129
F 4.3551 2.6261 -2.0316 0.127
F 2.3094 2.6582 -2.7546 0.130
C 2.9711 -0.0036 -3.0633 -0.514
F 1.7814 0.0973 -3.6741 0.141
F 3.8760 0.6141 -3.8761 0.118
F 3.2965 -1.3079 -3.0504 0.148
```

Summary:
Net charge: -2
Frontier orbital gap, eV: 6.5
HOMO energy, eV: -2.98

***

DFT (ωB97M-V with the def2-TZVPD basis set) results for a structure of composition C21H12BF7N3O2Pb.

```
47
Properties=species:S:1:pos:R:3:lowdin_charge:R:1
Pb -1.2990 -0.0777 -1.2093 1.453
O -5.1498 1.0816 0.9219 0.208
C -4.2585 0.4379 0.3307 -0.325
N -3.1092 1.0220 -0.0484 0.045
C -3.1761 2.3433 0.2344 -0.334
O -4.1529 2.8289 0.8254 0.198
C -2.0473 3.2055 -0.2375 -0.189
C -2.0614 4.5629 0.0404 0.032
C -0.9990 5.3274 -0.4138 -0.016
C 0.0134 4.7086 -1.1270 -0.017
C -0.0767 3.3468 -1.3789 -0.113
N -1.0901 2.6048 -0.9465 0.012
C -4.4616 -1.0047 -0.0067 -0.195
C -5.6383 -1.6387 0.3680 0.031
C -5.7517 -2.9903 0.0787 -0.018
C -4.7042 -3.6389 -0.5488 0.000
C -3.5776 -2.9095 -0.9177 -0.081
N -3.4753 -1.6120 -0.6596 0.029
H -2.8877 4.9881 0.5928 0.132
H -0.9629 6.3892 -0.2098 0.125
H 0.8638 5.2707 -1.4877 0.119
H 0.6838 2.8323 -1.9554 0.118
H -6.4155 -1.0826 0.8720 0.129
H -6.6496 -3.5283 0.3526 0.123
H -4.7507 -4.6988 -0.7577 0.123
H -2.7401 -3.3764 -1.4214 0.123
F -1.0995 -1.7268 0.6894 -0.035
B -0.2864 -2.8301 0.1609 -1.268
F 0.9901 -2.7599 0.6913 0.143
F -0.2438 -2.5590 -1.2542 -0.010
F -0.9303 -4.0113 0.4087 0.172
F 8.1044 -0.3270 1.1354 0.168
C 7.3626 -1.3178 0.6281 -0.600
F 7.5714 -2.4127 1.3559 0.167
F 7.7914 -1.5527 -0.6180 0.170
C 5.9025 -0.9188 0.6013 -0.049
C 5.5775 0.2867 -0.0415 0.023
C 4.2701 0.6772 -0.1112 0.029
C 3.2582 -0.1653 0.4367 -0.192
C 3.6131 -1.3550 1.1287 0.061
C 4.9347 -1.7286 1.1898 0.042
C 1.9320 0.1013 0.1793 -0.023
C 0.7195 0.3127 -0.0614 -0.033
H 6.3622 0.8968 -0.4687 0.138
H 3.9867 1.6031 -0.5910 0.128
H 2.8316 -1.9645 1.5597 0.124
H 5.2262 -2.6407 1.6903 0.136
```

Summary:
Net charge: +1
Frontier orbital gap (spin up / spin down), eV: 6.2 / 7.2
Relative energy (zero: lowest compared OMol25 entry of this formula, charge and spin), kJ/mol: 0.0
HOMO energy (spin up / spin down), eV: -12.72 / -12.55

***

DFT (ωB97M-V with the def2-TZVPD basis set) results for a structure of composition C21H12Cl3N5O2RhS.

```
45
Properties=species:S:1:pos:R:3:lowdin_spin:R:1
Rh 0.3870 0.5401 0.2199 0.938
O 0.2046 -3.3215 1.4886 0.077
C 0.0672 -2.1419 1.2520 0.049
N 0.6955 -1.4081 0.2701 0.176
C 1.5915 -1.8590 -0.6438 0.104
C 1.9576 -3.2079 -0.8524 0.017
C 2.8742 -3.5058 -1.8212 0.066
C 3.4678 -2.4937 -2.6103 0.070
C 3.1486 -1.1760 -2.4371 0.014
C 2.2010 -0.8223 -1.4511 0.104
N 1.7929 0.4395 -1.1517 0.158
C 2.2436 1.6128 -1.7058 0.044
O 3.0643 1.7470 -2.5893 0.084
C 1.5874 2.8113 -1.0592 0.015
C 1.9051 4.0811 -1.5024 0.003
C 1.2892 5.1705 -0.9112 0.005
C 0.3780 4.9515 0.1094 0.005
C 0.1132 3.6516 0.4991 0.006
N 0.7022 2.5996 -0.0659 0.028
C -0.8695 -1.2785 2.0695 0.028
C -1.6742 -1.8720 3.0230 0.015
C -2.5840 -1.0885 3.7106 0.004
C -2.6511 0.2651 3.4253 0.008
C -1.7942 0.7904 2.4757 0.006
N -0.9118 0.0439 1.8148 0.035
H 1.4986 -3.9742 -0.2498 -0.001
H 3.1479 -4.5384 -1.9933 0.003
H 4.1857 -2.7701 -3.3712 0.003
H 3.5934 -0.4004 -3.0383 -0.001
H 2.6207 4.1782 -2.3062 0.000
H 1.5130 6.1755 -1.2428 0.000
H -0.1306 5.7706 0.5975 0.000
H -0.5998 3.4374 1.2829 0.000
H -1.5880 -2.9378 3.1748 0.000
H -3.2455 -1.5301 4.4434 0.000
H -3.3620 0.9113 3.9198 0.000
H -1.8224 1.8399 2.2172 0.000
S -1.2321 1.4584 -2.3397 0.758
C -1.4921 0.2573 -1.2261 0.605
Cl -3.4252 -3.8344 0.7481 0.032
C -3.8662 -2.3267 -0.0911 0.149
Cl -5.0649 -1.4429 0.9658 0.087
Cl -4.7171 -2.7400 -1.6135 0.079
C -2.6764 -1.5207 -0.3070 0.888
N -2.5234 -0.5425 -1.1273 0.339
```

Summary:
Net charge: 0
Spin multiplicity: 6
Frontier orbital gap (spin up / spin down), eV: 5.6 / 6.0
Relative energy (zero: lowest compared OMol25 entry of this formula, charge and spin), kJ/mol: 0.0
HOMO energy (spin up / spin down), eV: -6.22 / -8.63

***

DFT (ωB97M-V with the def2-TZVPD basis set) results for the molecule C21H13Cl2NO3.

```
40
Properties=species:S:1:pos:R:3:lowdin_charge:R:1
C 6.0937 0.2017 -1.8601 -0.037
O 4.9744 1.0683 -1.5804 -0.110
C 3.6227 0.7435 -1.6284 -0.226
C 3.2409 -0.5497 -1.8142 -0.013
C 1.8850 -0.8526 -1.6557 -0.063
C 0.9365 0.0756 -1.3336 -0.273
N -0.4612 -0.2745 -1.1298 0.171
C -1.2764 -0.3660 -0.0309 -0.124
C -2.6951 -0.6969 -0.3829 -0.068
C -2.9644 -1.4001 -1.5890 -0.038
C -4.0926 -2.1028 -1.8421 -0.037
C -5.1959 -1.7683 -0.9551 -0.047
C -5.0293 -0.9851 0.2588 -0.502
Cl -6.4657 -0.8381 1.3124 0.663
C -3.7441 -0.4588 0.5267 -0.112
C -3.4449 0.1739 1.8080 -0.298
O -4.2352 0.9674 2.3866 -0.021
C -2.0605 0.2061 2.2764 -0.052
C -1.7141 0.7250 3.5862 -0.493
Cl -3.0177 1.0910 4.7399 0.717
C -0.4133 0.9411 3.9190 -0.130
C 0.5556 0.4793 3.1375 -0.092
C 0.3441 0.0404 1.8420 0.010
C -0.9816 -0.1030 1.3406 -0.071
C 1.3216 1.4439 -1.1199 0.065
C 2.6923 1.6959 -1.2611 -0.237
O 3.1078 2.9272 -0.7913 0.063
H 6.1881 -0.5092 -1.0576 0.090
H 6.9436 0.7889 -1.9355 0.064
H 5.9205 -0.3136 -2.8219 0.100
H 3.7837 -1.4310 -2.1624 0.122
H 1.3964 -1.8196 -1.7620 0.116
H -2.2550 -1.5169 -2.3571 0.095
H -4.2611 -2.5809 -2.7590 0.092
H -6.1562 -2.1456 -1.1975 0.078
H -0.1624 1.3758 4.8595 0.111
H 1.5944 0.6497 3.5118 0.134
H 1.3209 -0.1055 1.3064 0.132
H 0.6880 2.2126 -0.7034 0.127
H 4.0164 3.0109 -1.0807 0.092
```

Summary:
SMILES string: COc1ccc(N=C2c3cccc(Cl)c3C(=O)c3c(Cl)cccc32)cc1O
Net charge: 0
Frontier orbital gap, eV: 6.8
Relative energy (zero: lowest compared OMol25 entry of this formula, charge and spin), kJ/mol: 221.2
HOMO energy, eV: -8.11

***

| no. | F_max (eV/A) |
| --- | --- |
| 1 | 4.326 |
| 2 | 1.224 |
| 3 | 0.264 |
| 4 | 5.986 |